Entry 1:
ORCA calculation (ωB97M-V with the def2-TZVPD basis set) on one molecule with the formula C22H23N3O6S.

```
55
C22H23N3O6S (ωB97M-V with the def2-TZVPD basis set)
C 6.33157 3.87309 1.51035
C 6.14061 3.43612 0.06572
O 4.81609 2.94037 -0.15620
C 4.58007 1.67195 0.17640
O 5.40501 0.90600 0.59483
C 3.11588 1.32759 -0.05938
N 2.87076 -0.08042 0.14148
C 2.30394 -0.47173 1.30216
O 1.99545 0.30807 2.17884
C 2.04521 -1.96736 1.43196
S 0.38515 -2.21955 2.13158
C -0.48064 -1.32724 0.94378
N -0.00397 -0.81182 -0.14909
N -1.03530 -0.20825 -0.76810
C -2.09274 -0.38293 -0.03409
C -3.42890 0.08159 -0.29824
C -3.69864 0.79269 -1.45929
C -4.98494 1.23601 -1.71196
C -6.01356 0.97970 -0.81681
O -7.30222 1.36893 -0.97324
C -7.65239 2.09356 -2.12708
C -5.73922 0.25552 0.37065
O -6.80467 0.05367 1.18811
C -6.60017 -0.64978 2.38945
C -4.45458 -0.18492 0.61588
O -1.79943 -1.10278 1.08808
C 3.26005 -0.95347 -0.91139
C 4.40399 -1.73152 -0.78932
C 4.78569 -2.55375 -1.83521
C 4.03168 -2.59908 -2.99616
C 2.89119 -1.82128 -3.11340
C 2.50212 -0.99368 -2.07512
H 5.59013 4.62192 1.77765
H 7.32482 4.29439 1.63571
H 6.22447 3.01842 2.17363
H 6.24439 4.27899 -0.62025
H 6.85901 2.65156 -0.19314
H 2.82640 1.63100 -1.06800
H 2.51373 1.88038 0.66981
H 2.10252 -2.48690 0.47831
H 2.73492 -2.40566 2.15274
H -2.89812 0.99067 -2.15242
H -5.17798 1.78638 -2.61843
H -7.11108 3.04332 -2.18612
H -8.71880 2.29236 -2.03446
H -7.47021 1.51370 -3.03769
H -5.88680 -0.13523 3.04124
H -7.57304 -0.68448 2.87677
H -6.25150 -1.67098 2.20422
H -4.21682 -0.73744 1.51017
H 4.98989 -1.67228 0.11461
H 5.67608 -3.15766 -1.74395
H 4.33303 -3.24171 -3.81003
H 2.30020 -1.86080 -4.01618
H 1.60164 -0.40367 -2.13992
```

Its SMILES is CCOC(=O)CN(C(=O)CSc1nnc(-c2ccc(OC)c(OC)c2)o1)c1ccccc1. The calculation puts the relative energy (zero: lowest compared OMol25 entry of this formula, charge and spin) at 262.7 kJ/mol. The multiplicity is 1. As for the charge: 0.

=====

Entry 2:
ORCA calculation (ωB97M-V with the def2-TZVPD basis set) on one molecule with the formula C25H28N4O5S.

```
63
C25H28N4O5S (ωB97M-V with the def2-TZVPD basis set)
C -4.60932 -4.62858 0.69394
O -3.79507 -3.62718 1.24530
C -2.82859 -3.15079 0.33913
C -2.01305 -2.06183 1.03500
N -1.03408 -1.49607 0.13835
C 0.29258 -1.55570 0.36478
O 0.79042 -2.03998 1.35573
C 1.09432 -0.89069 -0.77905
C 2.57258 -1.16372 -0.74176
C 3.22387 -1.50947 -1.91862
C 4.58743 -1.73373 -1.93708
C 5.32641 -1.61439 -0.76638
O 6.66980 -1.81711 -0.73486
C 4.67928 -1.27436 0.41745
C 3.31819 -1.04980 0.42751
N 0.82022 0.55500 -0.76482
C -0.17513 1.04285 -1.51824
O -0.87405 0.31009 -2.21665
C -0.37092 2.54728 -1.45718
C -1.66000 3.00332 -2.15178
C -2.86977 2.64897 -1.30987
O -3.44518 3.43167 -0.58294
N -3.25180 1.34678 -1.41866
C -4.24564 0.80995 -0.64715
N -4.54947 -0.44495 -0.64899
C -5.55877 -0.69652 0.22326
C -6.02853 0.38160 0.89567
S -5.17522 1.81356 0.43616
C 1.58158 1.35721 0.13122
C 1.15994 1.51417 1.44511
C 1.92151 2.26051 2.32318
C 3.10923 2.85680 1.91218
C 3.93534 3.63993 2.88405
C 3.51713 2.69084 0.59501
C 2.76301 1.94654 -0.29338
H -4.02044 -5.50976 0.40901
H -5.14342 -4.26512 -0.19339
H -5.32655 -4.90639 1.46362
H -3.31971 -2.72489 -0.55029
H -2.16639 -3.97066 0.01778
H -2.70014 -1.28495 1.38419
H -1.47976 -2.47914 1.89109
H -1.37613 -1.12158 -0.73668
H 0.68276 -1.25876 -1.72722
H 2.66122 -1.60478 -2.83664
H 5.08038 -2.00413 -2.86191
H 6.98556 -2.06813 -1.61148
H 5.26199 -1.19201 1.32054
H 2.83054 -0.80437 1.35562
H -0.37462 2.87004 -0.41410
H 0.48965 3.01619 -1.94133
H -1.63896 4.08624 -2.27260
H -1.73613 2.52738 -3.13033
H -2.68297 0.71239 -1.98023
H -5.90435 -1.70781 0.33084
H -6.80985 0.42022 1.62590
H 0.24578 1.04259 1.77419
H 1.59333 2.37749 3.34531
H 3.30569 4.28747 3.49060
H 4.45905 2.96042 3.55625
H 4.67477 4.24694 2.36852
H 4.43898 3.14262 0.25991
H 3.09148 1.81024 -1.31283
```

Its SMILES is COCCNC(=O)[C@H](c1ccc(O)cc1)N(C(=O)CCC(=O)Nc1nccs1)c1ccc(C)cc1. The calculation puts the relative energy (zero: lowest compared OMol25 entry of this formula, charge and spin) at 8.4 kJ/mol. The multiplicity is 1. As for the charge: 0.

=====

Entry 3:
ORCA calculation (ωB97M-V with the def2-TZVPD basis set) on C32H37AsIN2O11PSSnTe as an isolated structure.

```
88
C32H37AsIN2O11PSSnTe (ωB97M-V with the def2-TZVPD basis set)
Sn -1.43066 1.17635 -0.99624
C -2.64206 -0.42162 -5.36796
C -3.02382 -1.42036 -4.31929
N -3.39308 -2.61667 -4.69968
C -3.78201 -3.52045 -3.78019
C -3.80240 -3.27127 -2.43410
C -4.26177 -4.35519 -1.49046
O -5.36766 -3.98338 -0.67422
C -3.36261 -1.99799 -1.97427
C -3.38681 -1.71667 -0.56928
N -2.82844 -0.69601 -0.02415
C -2.89522 -0.48663 1.35182
C -2.56711 -1.47236 2.28406
C -2.54681 -1.18433 3.63886
C -2.86460 0.08839 4.08780
C -3.21498 1.07966 3.18119
C -3.22303 0.78418 1.83352
I -3.79871 2.26617 0.39252
C -2.96641 -1.02668 -2.93332
O -2.59781 0.17059 -2.64466
H -2.32852 -0.93407 -6.27383
H -3.50485 0.20698 -5.60263
H -1.86277 0.24489 -5.00306
H -4.07873 -4.48629 -4.17497
H -4.50967 -5.24824 -2.07329
H -3.46608 -4.62416 -0.79148
H -6.07326 -3.65875 -1.24348
H -3.95834 -2.39995 0.06018
H -2.30251 -2.45495 1.91444
H -2.27411 -1.95754 4.34510
H -2.85940 0.31295 5.14532
H -3.48499 2.06828 3.52405
O 1.06334 4.70214 1.88517
As 0.90131 3.60388 0.49707
O -0.60970 3.02715 0.72073
O 1.99344 2.36600 1.00682
C 1.38303 4.93609 -0.81526
C 1.89242 6.16407 -0.41767
C 2.08153 7.15406 -1.37231
C 1.77301 6.92736 -2.70715
C 1.27935 5.69565 -3.11194
C 1.09195 4.71126 -2.16277
S 0.32511 3.15445 -2.49237
O -1.06911 3.36476 -2.07771
O 0.50676 2.74885 -3.85382
O 1.00143 2.26336 -1.52587
H 0.63082 4.28973 2.64243
H 2.12045 6.33417 0.62442
H 2.45911 8.12066 -1.06729
H 1.90718 7.71841 -3.43211
H 1.04105 5.48060 -4.14493
C 1.18095 -0.48727 -4.02283
O 1.17085 -1.59902 -3.12247
P 0.55433 -1.42122 -1.62667
O 1.84483 -1.03600 -0.74062
C 3.14872 -1.57034 -0.97222
O 0.53922 -3.01085 -1.25569
C -0.33798 -3.91669 -1.91026
H 1.85049 -0.75127 -4.83891
H 1.53194 0.42421 -3.54025
H 0.18289 -0.30143 -4.42134
H 3.77450 -1.18917 -0.16662
H 3.53575 -1.23584 -1.93474
H 3.13955 -2.66071 -0.94181
H -1.00519 -3.41344 -2.61175
H -0.93843 -4.42802 -1.15552
H 0.24945 -4.65658 -2.45396
C 4.48922 -2.16002 6.03787
C 3.76709 -1.46719 4.91558
C 2.79622 -2.11915 4.17189
C 2.06951 -1.46692 3.18246
C 0.98015 -2.21341 2.46487
C 2.31485 -0.11174 2.92860
Te 0.82520 0.85708 1.72010
C 3.30222 0.55993 3.66179
C 3.56618 2.02587 3.46826
C 4.02177 -0.13294 4.62755
H 4.08679 -3.15888 6.19801
H 4.38888 -1.59306 6.96386
H 5.55304 -2.25152 5.81346
H 2.57448 -3.15838 4.38873
H 0.01622 -1.74880 2.68085
H 0.94164 -3.25248 2.78963
H 1.12547 -2.19253 1.38385
H 4.04458 2.21345 2.50733
H 4.20686 2.41642 4.25770
H 2.62376 2.57647 3.47025
H 4.77079 0.40388 5.19927
```

The calculation puts the relative energy (zero: lowest compared OMol25 entry of this formula, charge and spin) at 79.2 kJ/mol. The multiplicity is 1. As for the charge: 0.

=====

Entry 4:
ORCA calculation (ωB97M-V with the def2-TZVPD basis set) on a 8-piece molecular cluster, C25H46FINO10S4 overall.

```
88
C25H46FINO10S4 (ωB97M-V with the def2-TZVPD basis set)
C 0.32831 2.16582 1.83768
C 0.34831 0.62082 2.01768
O 0.13931 0.08182 3.09468
N 0.95531 -0.12718 0.90368
H 0.45631 -0.02718 -0.00632
H 1.80031 0.37382 0.56568
C 1.14831 -1.57718 1.02468
H -0.40669 2.48782 2.48768
H -0.16269 2.50382 1.10268
H 1.33031 2.55082 1.92868
H 0.10331 -2.02518 1.19868
H 1.64231 -1.97218 1.83368
H 1.58431 -1.75818 0.12268
I 4.47231 0.86482 0.42668
O -0.33269 0.33682 -1.17132
H -1.00969 -0.30118 -1.54832
F -5.40569 -1.47718 -0.59832
C -4.85069 -1.68018 0.62468
C -5.49669 -2.53918 1.53068
C -4.96669 -2.86918 2.81268
C -3.86769 -2.13718 3.19168
C -3.23069 -1.19718 2.31068
C -3.79769 -0.94718 1.01168
H -6.41269 -3.04618 1.15668
H -5.41069 -3.50618 3.34368
H -3.62869 -2.23518 4.18368
H -2.45569 -0.46318 2.83468
H -3.47569 -0.11518 0.49368
C 0.97331 -3.89518 -3.43232
C 1.70431 -2.58318 -3.53032
C 3.13231 -2.86318 -3.27132
S 3.18531 -4.31518 -2.26132
O 2.55731 -4.05518 -0.99832
O 4.44531 -4.89418 -2.35332
C 1.91031 -5.04418 -3.24932
H 0.53131 -3.91418 -4.15432
H 0.26031 -3.87318 -2.66432
H 1.41331 -1.88118 -3.02632
H 1.60131 -2.21718 -4.49232
H 3.40931 -2.01118 -2.57132
H 3.81331 -3.01518 -4.14632
H 1.47331 -6.00918 -2.72232
H 2.45431 -5.21418 -4.12732
C 0.75131 5.29282 -1.77832
C 0.67331 5.87382 -0.31132
C -0.58069 6.48282 -0.20132
S -1.00969 7.09182 -1.87632
O -0.90869 8.51282 -1.89132
O -2.23269 6.46982 -2.20232
C 0.21631 6.28282 -2.75332
H 0.30531 4.27982 -1.83732
H 1.67831 4.95682 -1.81932
H 1.40631 6.53582 -0.00332
H 0.92831 4.97782 0.25868
H -0.44169 7.27782 0.66968
H -1.21569 5.75682 0.13868
H 1.12131 6.86282 -2.91132
H -0.18869 5.77982 -3.63132
C 5.17231 -2.61118 2.31768
C 5.78631 -3.72618 1.59668
C 5.34031 -5.03518 1.89768
S 3.96931 -4.74018 2.94268
O 3.96831 -5.58718 4.09368
O 2.69931 -4.72918 2.19968
C 4.23131 -3.09118 3.41268
H 4.54331 -2.02918 1.65268
H 5.85931 -1.68018 2.61468
H 6.80231 -3.80718 1.59868
H 5.61531 -3.54818 0.53968
H 6.12331 -5.52018 2.30368
H 4.94631 -5.76618 0.91968
H 4.83331 -3.03118 4.26268
H 3.39131 -2.71018 3.67168
C -5.46569 1.94482 -0.70532
C -4.20869 1.75582 -1.51132
C -3.46969 3.02882 -1.25632
S -3.99369 3.61982 0.32168
O -4.63169 4.86282 0.08368
O -2.93969 3.57482 1.33068
C -5.11869 2.44582 0.69468
H -5.95769 1.12182 -0.81232
H -5.98869 2.68882 -1.16832
H -4.39069 1.67782 -2.49132
H -3.47869 1.07282 -1.50632
H -3.64369 3.68382 -1.95032
H -2.39969 2.87482 -1.11132
H -5.71169 2.95682 1.14468
H -4.64769 1.66982 1.34868
```

The calculation puts the relative energy (zero: lowest compared OMol25 entry of this formula, charge and spin) at 291.1 kJ/mol. The multiplicity is 1. As for the charge: -1.

=====

| no. | frontier orbital gap (eV) | largest force on an atom (eV/A) | molecular weight (g mol⁻¹) |
| --- | --- | --- | --- |
| 1 | 8.52 | 1.7 | 457.51 |
| 2 | 8.92 | 1.0 | 496.59 |
| 3 | 7.03 | 1.6 | 1136.83 |
| 4 | 7.08 | 17.2 | 794.81 |